No. 1
Density functional theory data (ωB97M-V/def2-TZVPD) for a cluster of 2 separate species, C6H12O in total in a non-equilibrium geometry.

Values from the calculation:
- Relative energy (zero: lowest compared OMol25 entry of this formula, charge and spin): 10.78 kcal per mole
- DFT total energy: -311.04209 Ha
- Kohn-Sham gap: 0.453 Eh
- HOMO energy: -11.16 eV

Geometry as XYZ:
```
19
Properties=species:S:1:pos:R:3:lowdin_charge:R:1
C 2.5654 0.1896 0.1538 -0.12
C 1.2443 0.8809 -0.1782 -0.29
C 0.0321 0.2666 0.5363 -0.27
C -1.2832 0.4578 -0.2194 -0.30
C -2.4651 -0.2329 0.4564 -0.11
C 0.1851 -1.9489 -1.6439 0.04
O -0.5561 -2.6945 -1.2176 0.05
H 3.4173 0.7181 -0.2883 0.07
H 2.7324 0.1373 1.2360 0.07
H 2.5698 -0.8364 -0.2357 0.06
H 1.3086 1.9457 0.0799 0.11
H 1.0874 0.8391 -1.2641 0.10
H 0.2026 -0.8039 0.7278 0.09
H -1.4775 1.5329 -0.3291 0.11
H -0.0773 0.7208 1.5289 0.11
H -3.4110 0.0168 -0.0356 0.07
H -2.5471 0.0624 1.5088 0.07
H -2.3498 -1.3239 0.4264 0.06
H -1.1779 0.0724 -1.2424 0.07
```


No. 2
Density functional theory data (ωB97M-V/def2-TZVPD) for a structure of composition C56H55N7OReSbTe in a non-equilibrium geometry.

Values from the calculation:
- Total charge: +2
- DFT total energy: -3211.62879 Ha
- Kohn-Sham gap: 0.200 Eh
- HOMO energy: -11.66 eV

Geometry as XYZ:
```
122
Properties=species:S:1:pos:R:3:lowdin_charge:R:1
Re 0.6886 -1.5390 0.8742 1.62
C -3.4803 -4.1083 -1.6793 -0.03
C -2.1075 -3.8324 -1.5113 -0.13
N -1.5610 -3.4913 -0.3734 0.11
C -2.3587 -3.3945 0.7196 -0.17
C -3.7537 -3.6150 0.6539 -0.15
C -4.2985 -3.9944 -0.5952 0.01
C -4.5576 -3.4334 1.8020 -0.01
C -3.9855 -3.0162 2.9683 -0.04
C -2.5966 -2.7931 3.0408 -0.05
C -1.7748 -3.0065 1.9604 -0.22
N -0.3697 -2.7568 2.0199 -0.08
C 0.3396 -3.2943 3.1187 -0.25
C -0.1435 -4.0573 4.1569 0.02
C 0.7130 -4.5407 5.1708 -0.02
C 2.0607 -4.3409 5.1342 0.00
C 2.6141 -3.6511 4.0294 -0.14
C 3.9948 -3.5907 3.7608 0.05
C 4.4424 -3.0734 2.5705 0.00
C 3.5178 -2.5324 1.6770 -0.10
N 2.2210 -2.4885 1.9441 -0.07
C 1.7444 -3.0998 3.0711 -0.19
H -3.8590 -4.3966 -2.6495 0.12
H -1.4395 -3.9036 -2.3658 0.10
H -5.3614 -4.1859 -0.6714 0.13
H -5.6217 -3.6190 1.7358 0.12
H -4.5914 -2.8481 3.8481 0.12
H -2.1705 -2.4261 3.9630 0.12
H -1.1866 -4.3216 4.2121 0.11
H 0.2738 -5.1033 5.9832 0.12
H 2.7120 -4.7371 5.9009 0.13
H 4.6922 -4.0056 4.4778 0.14
H 5.4908 -3.0772 2.3117 0.12
H 3.8349 -2.1235 0.7288 0.12
C 3.2845 0.7495 1.6876 -0.04
C 3.3531 0.2943 0.2649 -0.34
C 4.5022 0.6510 -0.4351 -0.04
C 4.6333 0.3701 -1.7764 -0.02
C 3.5547 -0.2199 -2.4078 -0.11
C 2.4316 -0.5611 -1.6707 -0.45
N 2.3276 -0.3640 -0.3379 -0.02
Sb 0.9010 -1.4135 -2.8751 1.58
C -0.8632 -1.0102 -1.7383 -0.45
C -1.9390 -0.8820 -2.5962 -0.14
C -3.1946 -0.5747 -2.0964 -0.01
C -3.2950 -0.3234 -0.7514 0.00
C -2.1832 -0.4414 0.0780 -0.28
C -2.3432 -0.0223 1.4985 -0.01
N -0.9826 -0.8518 -0.3973 -0.04
C 1.2462 -3.3604 -2.0862 -0.47
C 1.3215 -4.3489 -3.0535 -0.13
C 1.4595 -5.6699 -2.6656 -0.03
C 1.5079 -5.9231 -1.3162 -0.01
C 1.4509 -4.8839 -0.3851 -0.28
C 1.5055 -5.2932 1.0518 0.00
N 1.3298 -3.5895 -0.7587 0.03
H 4.2625 1.1053 2.0042 0.10
H 2.5826 1.5830 1.7339 0.04
H 2.9562 -0.0166 2.3817 0.06
H 5.2876 1.1694 0.0961 0.13
H 5.5293 0.6375 -2.3202 0.13
H 3.5779 -0.4124 -3.4728 0.09
H -1.7962 -1.0077 -3.6621 0.09
H -4.0535 -0.4923 -2.7483 0.13
H -4.2329 -0.0170 -0.3125 0.13
H -3.3982 0.1012 1.7312 0.11
H -1.9165 -0.7242 2.2011 0.03
H -1.8577 0.9501 1.6329 0.07
H 1.2675 -4.0829 -4.1014 0.09
H 1.5155 -6.4707 -3.3907 0.13
H 1.6003 -6.9360 -0.9514 0.12
H 1.6671 -6.3661 1.1168 0.10
H 2.3182 -4.8111 1.5856 0.07
H 0.5649 -5.0633 1.5495 0.08
C 0.5471 1.5950 3.7222 0.00
C 0.2386 0.2033 3.2816 -0.51
O -0.2982 -0.6160 3.9667 0.13
N 0.5754 -0.1729 1.9121 -0.09
Te 0.1622 3.0987 0.3057 1.45
C 0.9912 4.7334 -0.7581 -0.41
C 0.2538 5.9100 -0.9260 -0.29
C -1.1328 6.0962 -0.3789 -0.06
C 0.8296 6.9563 -1.6431 0.00
C 2.1066 6.8745 -2.1756 -0.25
C 2.7125 8.0205 -2.9326 -0.04
C 2.8237 5.7003 -1.9745 -0.01
C 2.2902 4.6264 -1.2755 -0.32
C 3.1443 3.4028 -1.0847 -0.09
C -1.5463 2.8835 -0.9416 -0.42
C -1.3499 2.6275 -2.3066 -0.30
C 0.0044 2.3419 -2.8966 -0.08
C -2.4426 2.6711 -3.1668 -0.02
C -3.7270 2.9345 -2.7116 -0.26
C -4.8930 3.0010 -3.6564 -0.04
C -3.9031 3.1413 -1.3507 -0.02
C -2.8388 3.1323 -0.4535 -0.33
C -3.1666 3.4425 0.9848 -0.08
H 0.4981 1.6313 4.8074 0.10
H -0.2194 2.2563 3.3080 0.06
H 1.5069 1.9533 3.3693 0.06
H -1.1990 5.7539 0.6556 0.06
H -1.8661 5.5341 -0.9608 0.08
H -1.4145 7.1468 -0.4117 0.09
H 0.2574 7.8663 -1.7803 0.12
H 1.9973 8.8299 -3.0649 0.08
H 3.0518 7.7002 -3.9183 0.09
H 3.5790 8.4181 -2.4023 0.09
H 3.8286 5.6191 -2.3741 0.12
H 4.0387 3.4641 -1.7043 0.09
H 2.6026 2.4904 -1.3418 0.03
H 3.4691 3.3085 -0.0443 0.08
H 0.5943 1.6999 -2.2366 0.01
H 0.5770 3.2624 -3.0364 0.09
H -0.0985 1.8623 -3.8716 0.08
H -2.2805 2.4998 -4.2258 0.12
H -4.5947 2.7558 -4.6746 0.08
H -5.3250 4.0025 -3.6666 0.09
H -5.6861 2.3144 -3.3548 0.08
H -4.8984 3.3499 -0.9711 0.13
H -3.9355 2.7634 1.3572 0.08
H -3.5692 4.4534 1.0673 0.09
H -2.3014 3.3795 1.6405 0.01
```


No. 3
Density functional theory data (ωB97M-V/def2-TZVPD) for a cluster of 2 separate species, C5H12N2Si in total in a non-equilibrium geometry.

Values from the calculation:
- Relative energy (zero: lowest compared OMol25 entry of this formula, charge and spin): 52.85 kcal per mole
- DFT total energy: -596.61796 Ha
- Kohn-Sham gap: 0.335 Eh
- HOMO energy: -8.37 eV
- Structure (SMILES): CN1C[Si]1(C)C.C#N

Geometry as XYZ:
```
20
Properties=species:S:1:pos:R:3:lowdin_charge:R:1
C 3.8636 0.8909 -0.1573 -0.09
C 0.4296 -2.2288 -1.0351 -0.15
C -1.9579 0.2648 0.9284 -0.17
C 0.2753 2.0155 -0.5961 -0.16
C 1.0428 -0.8424 1.0331 -0.30
N 4.1525 1.9959 -0.3156 0.06
N 0.6718 -0.9763 -0.3144 -0.29
Si -0.1232 0.3899 0.3451 0.63
H 1.3083 -2.4341 -1.7415 0.07
H 0.4137 -3.2877 -0.4598 0.11
H -0.5220 -2.1635 -1.6363 0.07
H -2.5442 -0.0334 0.1214 -0.02
H -2.2688 -0.3686 1.8434 0.07
H -2.3619 1.2218 1.1495 0.00
H 1.2647 2.2252 -0.8558 -0.02
H -0.5656 2.2497 -1.2871 0.04
H 0.1606 2.8772 0.0724 0.02
H 0.7870 -1.6461 1.8055 0.09
H 3.8615 -0.1219 0.2275 0.06
H 2.0534 -0.6486 1.2423 -0.01
```


No. 4
Density functional theory data (ωB97M-V/def2-TZVPD) for an isolated molecule of C5H6F2O in a non-equilibrium geometry.

Values from the calculation:
- Relative energy (zero: lowest compared OMol25 entry of this formula, charge and spin): 100.45 kcal per mole
- DFT total energy: -468.90871 Ha
- Kohn-Sham gap: 0.393 Eh
- HOMO energy: -9.79 eV
- Structure (SMILES): F[C@@H]1[C@@H]2OCC[C@]12F

Geometry as XYZ:
```
14
Properties=species:S:1:pos:R:3:lowdin_charge:R:1
C -0.4824 1.5712 0.0962 -0.13
C -0.0413 0.5351 1.1050 -0.17
C 1.2559 -1.0513 -0.1297 -0.11
C -0.2779 -0.9704 -0.7413 -0.06
C -0.9779 0.1556 0.0223 -0.41
H -1.3379 2.3829 0.3508 0.20
H -0.4276 0.9626 2.1264 0.19
H 1.6992 -2.2045 0.3000 0.16
H 2.1768 -0.7334 -1.0399 0.18
H -0.0547 -0.7012 -1.7566 0.08
H -1.1810 -1.7477 -0.8624 0.17
O 1.3170 -0.0034 0.9778 -0.13
F 0.5535 2.1284 -0.6955 -0.01
F -2.2218 -0.3237 0.2471 0.05
```


No. 5
Density functional theory data (ωB97M-V/def2-TZVPD) for an isolated molecule of C4H9NO3 in a non-equilibrium geometry.

Values from the calculation:
- Relative energy (zero: lowest compared OMol25 entry of this formula, charge and spin): 29.04 kcal per mole
- DFT total energy: -438.28279 Ha
- Kohn-Sham gap: 0.384 Eh
- HOMO energy: -9.57 eV
- Structure (SMILES): CO[C@](N)(O)C(C)=O

Geometry as XYZ:
```
17
Properties=species:S:1:pos:R:3:lowdin_charge:R:1
C -0.1112 0.8565 0.7166 -0.36
C 1.6577 -0.4238 -1.3187 -0.09
C -0.1998 0.2827 2.0880 0.01
C -0.6128 -0.0323 -0.4463 -0.59
N -1.7509 -0.8120 -0.1064 0.14
O 0.5681 -0.9275 -0.5760 -0.12
O 0.3036 1.9573 0.4376 0.10
O -0.8420 0.7344 -1.5549 0.07
H -0.4361 1.6058 -1.3799 0.11
H -2.2505 -1.0624 -0.9533 0.10
H -1.4598 -1.6599 0.3654 0.10
H 1.3841 -0.2774 -2.3723 0.09
H 2.4415 -1.1759 -1.2430 0.09
H 2.0231 0.5243 -0.9101 0.09
H 0.1956 -0.7320 2.1002 0.09
H 0.3448 0.9090 2.7945 0.09
H -1.2556 0.2329 2.3585 0.09
```


No. 6
Density functional theory data (ωB97M-V/def2-TZVPD) for a cluster of 7 separate species, C45H84N3O10PS in total in a non-equilibrium geometry.

Values from the calculation:
- DFT total energy: -3420.72914 Ha
- Kohn-Sham gap: 0.238 Eh
- HOMO energy: -7.97 eV
- Structure (SMILES): CCCCCCCCCCCCCc1c(OCCNC[C@@H](C)O)c(P(C)C)c(COO)c2nsnc12.CC(C)=O.CC(C)=O.CC(C)=O.CC(C)=O.CC(C)=O.CC(C)=O

Geometry as XYZ:
```
144
Properties=species:S:1:pos:R:3:lowdin_charge:R:1
C -8.7067 6.1912 -5.1093 -0.14
C -7.2263 6.8030 -4.9234 -0.27
C -6.0646 5.6646 -4.8428 -0.22
C -5.2118 5.7380 -3.4705 -0.22
C -3.7619 5.0291 -3.5978 -0.22
C -2.8319 5.2523 -2.2866 -0.21
C -1.9720 3.9265 -1.9047 -0.21
C -0.5806 4.2874 -1.1543 -0.22
C 0.4403 3.0421 -1.0616 -0.22
C 1.0737 2.9424 0.4216 -0.21
C 2.3062 1.8803 0.5108 -0.19
C 2.1095 0.7817 1.6780 -0.19
C 2.6231 -0.7102 1.2322 -0.14
C 1.4546 -1.7211 1.6540 -0.06
C 0.6261 -2.4786 0.5987 -0.14
O 0.8066 -2.4127 -0.8086 -0.16
C 0.6618 -1.0609 -1.3284 -0.14
C 1.8735 -0.8605 -2.4078 -0.18
N 1.3958 -0.5752 -3.7913 -0.10
C 1.8086 -1.6088 -4.7799 -0.18
C 1.3297 -3.1090 -4.4321 -0.37
C -0.1737 -3.2249 -3.8800 -0.05
O 1.3931 -3.8887 -5.6762 -0.11
C -0.5244 -3.4769 1.1021 -0.20
P -1.5424 -4.3998 -0.2012 0.89
C -3.4055 -4.2924 0.1441 -0.31
C -0.9948 -6.1986 -0.4027 -0.32
C -0.7773 -3.6643 2.6213 -0.06
C -1.8836 -4.6854 3.2298 -0.15
O -3.0448 -3.9576 3.7143 -0.22
O -4.1106 -4.7750 3.4045 -0.06
C 0.0647 -2.8772 3.7243 -0.24
N -0.0455 -2.9502 5.1522 -0.24
S 1.1269 -1.8683 5.7796 0.95
N 1.8135 -1.2941 4.3230 -0.24
C 1.1801 -1.8978 3.1837 -0.21
H -9.4034 7.0773 -5.3246 0.04
H -9.1125 5.7018 -4.1435 0.08
H -8.8012 5.4689 -5.9989 0.08
H -7.0543 7.5403 -5.7805 0.08
H -7.2379 7.4093 -3.9392 0.10
H -6.6198 4.6548 -4.9682 0.11
H -5.4192 5.8093 -5.7865 0.11
H -5.8662 5.2541 -2.6554 0.12
H -5.1208 6.8571 -3.2113 0.11
H -3.2248 5.5624 -4.4719 0.11
H -3.8453 3.9212 -3.9042 0.11
H -3.5231 5.5580 -1.4288 0.10
H -2.1450 6.1490 -2.4995 0.11
H -2.6069 3.3476 -1.1299 0.12
H -1.8252 3.2484 -2.8164 0.11
H -0.8002 4.6448 -0.0785 0.11
H -0.0224 5.1273 -1.7181 0.11
H -0.1227 2.0613 -1.2805 0.10
H 1.2263 3.1922 -1.8820 0.11
H 0.2247 2.6762 1.1458 0.11
H 1.4200 4.0123 0.7051 0.11
H 3.2489 2.5156 0.7056 0.12
H 2.3743 1.3311 -0.4964 0.07
H 2.6799 1.0519 2.6491 0.11
H 0.9943 0.7378 1.9874 0.11
H 3.5710 -0.9830 1.8333 0.12
H 2.8791 -0.7160 0.1209 0.09
H 0.6683 -0.2387 -0.5322 0.11
H -0.3205 -0.9675 -1.9054 0.12
H 2.5583 0.0190 -2.0915 0.10
H 2.5481 -1.7980 -2.3396 0.13
H 0.3935 -0.3568 -3.8347 0.09
H 1.3297 -1.3143 -5.7937 0.14
H 2.9475 -1.6527 -4.9568 0.12
H 2.0210 -3.6425 -3.6906 0.14
H -0.7768 -2.2569 -3.9120 0.07
H -0.7306 -3.9775 -4.5635 0.09
H -0.1446 -3.7174 -2.8443 0.04
H 2.3228 -4.1463 -5.8580 0.09
H -3.9518 -4.1968 -0.8730 0.05
H -3.7188 -3.3691 0.7489 0.05
H -3.8099 -5.2374 0.6797 0.04
H -1.6235 -6.9253 0.2487 0.04
H -1.1588 -6.5101 -1.5046 0.05
H 0.1042 -6.3987 -0.1641 0.05
H -1.3537 -5.1668 4.1431 0.13
H -2.1246 -5.5477 2.5202 0.12
H -4.7899 -4.1784 3.0100 0.12
C 3.3602 0.2523 6.7254 -0.07
C 3.8968 1.6570 6.8062 -0.50
O 3.4531 2.5446 6.1020 0.06
C 5.0039 1.9204 7.7925 -0.03
H 2.5698 0.2113 5.9750 0.01
H 4.1578 -0.4339 6.4317 0.09
H 2.9430 -0.0421 7.6914 0.08
H 5.8743 1.3081 7.5467 0.09
H 4.6598 1.6996 8.8053 0.09
H 5.2908 2.9730 7.7419 0.08
C 3.0154 -4.3732 4.3715 -0.04
C 4.3194 -5.1069 4.2101 -0.47
O 5.3126 -4.7788 4.8354 0.05
C 4.3496 -6.2627 3.2454 -0.01
H 3.1420 -3.5673 5.0959 0.05
H 2.7124 -3.9410 3.4163 0.07
H 2.2473 -5.0572 4.7392 0.09
H 4.1048 -5.9138 2.2398 0.09
H 3.6405 -7.0303 3.5629 0.09
H 5.3523 -6.6965 3.2312 0.08
C -9.9990 10.0140 -6.0231 -0.02
C -8.6001 10.4006 -5.6218 -0.48
O -7.7482 9.5585 -5.3995 0.05
C -8.2946 11.8706 -5.5058 -0.02
H -10.0754 8.9260 -6.0671 0.06
H -10.7135 10.3855 -5.2853 0.09
H -10.2283 10.4210 -7.0103 0.09
H -8.9338 12.3242 -4.7451 0.09
H -8.4487 12.3594 -6.4702 0.09
H -7.2514 12.0011 -5.2097 0.08
C -3.2637 -1.1950 4.1370 -0.03
C -4.5477 -0.5105 3.7542 -0.49
O -5.1112 -0.7644 2.7034 0.05
C -5.1103 0.4999 4.7188 -0.03
H -2.9797 -1.8926 3.3506 0.06
H -2.4679 -0.4551 4.2530 0.09
H -3.4023 -1.7517 5.0659 0.09
H -4.3973 1.3150 4.8608 0.09
H -5.3305 0.0189 5.6742 0.09
H -6.0367 0.9120 4.3123 0.08
C 8.1571 -5.4577 5.3330 -0.04
C 8.8673 -6.7811 5.4271 -0.50
O 9.2100 -7.3887 4.4285 0.05
C 9.1383 -7.3259 6.8050 -0.03
H 8.0295 -5.1894 4.2825 0.08
H 7.1731 -5.5308 5.7964 0.06
H 8.7505 -4.6821 5.8229 0.09
H 8.1961 -7.4819 7.3348 0.08
H 9.7745 -6.6331 7.3600 0.08
H 9.6551 -8.2845 6.7201 0.08
C 7.2943 -2.7391 -4.3789 -0.03
C 6.5370 -2.4384 -5.6452 -0.51
O 5.7976 -3.2638 -6.1511 0.05
C 6.7291 -1.0782 -6.2619 -0.03
H 7.0591 -3.7534 -4.0489 0.08
H 8.3686 -2.6714 -4.5632 0.09
H 6.9998 -2.0387 -3.5944 0.08
H 7.7782 -0.9365 -6.5301 0.09
H 6.4093 -0.3039 -5.5611 0.09
H 6.1230 -1.0028 -7.1674 0.08
```